ORCA calculation (ωB97M-V/def2-TZVPD) on 2 unconnected molecules or ions with the total composition C4H11N3O2 at a distorted geometry.

Computed properties:
* LUMO energy: 0.806 eV
* calculated total energy: -473.69626 hartree
* Kohn-Sham gap: 9.45 eV
* SMILES: CN=C(N)N.CC(=O)O
* molar mass: 133.2 g/mol
* relative energy (zero: lowest compared OMol25 entry of this formula, charge and spin): 66.8 kcal per mole

Positions of all 20 atoms, in Å:
C 2.15099 -0.66065 1.27439
N 1.09672 0.31337 1.26620
C 1.14920 1.27649 0.37407
N 0.18465 2.30512 0.66069
N 2.12064 1.62119 -0.62719
H 2.00696 -1.45852 0.40296
H 2.48140 -1.01004 2.30208
H 3.20659 -0.47325 0.83074
H -0.48807 2.02243 1.33193
H -0.19794 2.86635 0.03266
H 3.03390 1.68828 -0.20338
H 2.00706 2.31456 -1.27276
C -3.31530 -1.40570 -0.72069
C -1.81486 -0.99217 -0.89071
O -1.59791 0.17225 -1.20028
O -0.92891 -2.02647 -0.81750
H -3.75325 -0.88431 0.13992
H -3.61805 -2.48083 -0.68584
H -3.65492 -1.20503 -1.80443
H -0.06890 -1.98306 -0.39286

ORCA calculation (ωB97M-V/def2-TZVPD) on 2 unconnected molecules or ions with the total composition C4H11N3O2 at a distorted geometry.

Computed properties:
* LUMO energy: 0.234 eV
* calculated total energy: -473.66392 hartree
* Kohn-Sham gap: 8.61 eV
* SMILES: [H]/N=C(/N)NC.CC(=O)O
* molar mass: 133.2 g/mol
* relative energy (zero: lowest compared OMol25 entry of this formula, charge and spin): 87.1 kcal per mole

Positions of all 20 atoms, in Å:
H -1.07287 1.11195 -0.73357
N -0.35703 0.41609 -0.57810
C 0.15799 -0.34820 -1.64544
N 1.33639 -1.15624 -1.35250
N -0.54397 -0.33048 -2.83379
C -1.48175 0.72220 -3.12247
H 1.64742 -1.78372 -2.04308
H 1.90597 -1.04911 -0.59528
H -0.01494 -0.84026 -3.53182
H -0.95913 1.66297 -3.20890
H -2.38878 0.69212 -2.40993
H -1.86032 0.53735 -4.09813
C 0.18054 -1.21960 2.86880
C 0.16132 0.42046 2.45425
O -0.47890 1.03799 3.29219
O 1.01326 0.63013 1.37875
H -0.33933 -1.37158 3.78948
H 1.29562 -1.35507 3.17115
H -0.28821 -1.91241 2.01843
H 0.64343 1.00795 0.29405

ORCA calculation (ωB97M-V/def2-TZVPD) on 2 unconnected molecules or ions with the total composition C4H11N3O2 at a distorted geometry.

Computed properties:
* LUMO energy: 0.428 eV
* calculated total energy: -473.76787 hartree
* Kohn-Sham gap: 9.27 eV
* SMILES: CN=C(N)N.CC(=O)O
* molar mass: 133.2 g/mol
* relative energy (zero: lowest compared OMol25 entry of this formula, charge and spin): 21.9 kcal per mole

Positions of all 20 atoms, in Å:
C -1.05085 1.58260 2.48343
N -0.27315 1.88602 1.29336
C -0.71694 1.59081 0.14777
N 0.11488 1.79491 -0.97034
N -1.93125 0.93310 -0.12283
H -1.85732 0.85550 2.35566
H -1.56413 2.49678 2.80271
H -0.33390 1.24824 3.22871
H 0.01534 1.04522 -1.63981
H 1.05963 1.79767 -0.61775
H -2.05745 0.71528 -1.09725
H -2.73808 1.48475 0.14367
C 2.37679 -2.38135 -1.06113
C 0.92157 -2.24743 -0.69164
O 0.34785 -2.93953 0.10594
O 0.29032 -1.30936 -1.42782
H 2.48967 -2.23903 -2.13288
H 2.65834 -3.39706 -0.80354
H 2.91695 -1.62549 -0.53866
H -0.66827 -1.29162 -1.45761

ORCA calculation (ωB97M-V/def2-TZVPD) on 2 unconnected molecules or ions with the total composition C4H11N3O2 at a distorted geometry.

Computed properties:
* LUMO energy: 0.775 eV
* calculated total energy: -473.75346 hartree
* Kohn-Sham gap: 9.41 eV
* SMILES: CN=C(N)N.CC(=O)O
* molar mass: 133.2 g/mol
* relative energy (zero: lowest compared OMol25 entry of this formula, charge and spin): 30.9 kcal per mole

Positions of all 20 atoms, in Å:
C -0.96574 -2.33668 2.56334
N -0.15326 -1.45001 1.70974
C 1.04047 -1.78553 1.48118
N 1.77841 -2.84593 2.02252
N 1.84914 -1.01552 0.62381
H -1.34174 -1.68330 3.36778
H -0.39418 -3.18255 2.90647
H -1.94744 -2.43552 2.09079
H 1.38204 -3.75901 2.11321
H 2.76634 -2.70339 2.09321
H 1.29938 -0.37664 0.05963
H 2.59232 -0.47929 1.03418
C -1.59719 1.57772 -2.99837
C -0.82596 2.31837 -1.99131
O 0.14302 1.89528 -1.40987
O -1.10211 3.64288 -2.00265
H -1.69443 0.52163 -2.75409
H -1.02626 1.58515 -3.92615
H -2.57181 1.95999 -3.28096
H -0.56305 4.10893 -1.36174

ORCA calculation (ωB97M-V/def2-TZVPD) on 2 unconnected molecules or ions with the total composition C4H11N3O2 at a distorted geometry.

Computed properties:
* total charge: +1
* spin multiplicity: 2
* LUMO energy (spin up / spin down): -3.490 / -7.576 eV
* calculated total energy: -473.48569 hartree
* Kohn-Sham gap (spin up / spin down): 10.33 / 6.24 eV
* molar mass: 133.2 g/mol
* <S²>: 0.759
* relative energy (zero: lowest compared OMol25 entry of this formula, charge and spin): 20.5 kcal per mole

Positions of all 20 atoms, in Å:
C -3.43804 -0.33483 1.07052
C -2.02078 0.13363 1.12762
O -1.67487 1.22035 0.70522
O -1.13855 -0.74715 1.58884
H -3.80854 0.01021 0.10924
H -4.08553 0.18652 1.78225
H -3.51280 -1.38208 1.17153
C 1.09610 -1.55523 -1.03797
C 1.78027 0.69135 -0.36633
N 1.29913 1.77629 0.21897
N 0.88853 -0.33302 -0.36532
N 2.94720 0.74254 -0.98466
H 0.27987 1.72666 0.46525
H 1.58739 2.66011 -0.22979
H -0.30397 -0.58200 1.08206
H 3.34493 -0.01660 -1.50386
H 3.25485 1.66042 -1.29073
H 1.45862 -2.32649 -0.34049
H 1.89128 -1.59743 -1.77750
H 0.15492 -1.93326 -1.42487

ORCA calculation (ωB97M-V/def2-TZVPD) on 2 unconnected molecules or ions with the total composition C4H11N3O2 at a distorted geometry.

Computed properties:
* total charge: +1
* spin multiplicity: 2
* LUMO energy (spin up / spin down): -3.523 / -7.399 eV
* calculated total energy: -473.43842 hartree
* Kohn-Sham gap (spin up / spin down): 10.80 / 6.78 eV
* molar mass: 133.2 g/mol
* <S²>: 0.762
* relative energy (zero: lowest compared OMol25 entry of this formula, charge and spin): 50.2 kcal per mole

Positions of all 20 atoms, in Å:
C -1.03782 -2.67320 -0.89130
C -1.51885 -0.51682 0.26685
N -0.58414 -0.37323 1.21210
N -1.25388 -1.18714 -0.92494
N -2.79087 -0.30695 0.43144
H 1.43561 0.71939 -1.64573
H -0.92482 0.32275 1.88681
H -0.41415 -0.81449 -1.35161
H -3.36469 -0.70036 -0.30331
H -3.06804 0.32123 1.16921
H -0.13794 -2.83280 -0.29919
H -0.84064 -2.94069 -1.92583
H -1.91102 -3.23910 -0.58823
C 2.81668 2.35845 0.83444
C 1.74165 1.67427 0.05317
O 2.11146 0.96674 -1.00962
O 0.55852 1.66368 0.36632
H 2.30793 3.26909 1.13000
H 3.56499 2.61978 0.08320
H 3.31003 1.66940 1.50622

ORCA calculation (ωB97M-V/def2-TZVPD) on C4H11N3S in the gas phase at a distorted geometry.

Computed properties:
* LUMO energy: 0.484 eV
* calculated total energy: -721.36089 hartree
* Kohn-Sham gap: 8.65 eV
* SMILES: C/C(=N/S)[C@@H](N)CN
* molar mass: 133.2 g/mol
* relative energy (zero: lowest compared OMol25 entry of this formula, charge and spin): 67.6 kcal per mole

Positions of all 19 atoms, in Å:
C -0.89154 -1.88733 1.00419
C -0.15028 -0.87348 0.19248
N 1.11721 -1.09200 0.35755
S 2.24560 -0.03592 -0.46872
C -0.86366 0.18807 -0.56814
N -1.99595 -0.51801 -1.15890
C -1.22856 1.49516 0.18923
N -0.01926 2.15002 0.79823
H -1.56600 -2.52707 0.34811
H -0.23282 -2.49117 1.60582
H -1.55598 -1.43107 1.80198
H 1.60784 1.22000 -0.05474
H -0.19433 0.43310 -1.44905
H -2.80136 -0.51296 -0.48340
H -2.43894 -0.03967 -1.97558
H -1.97110 1.23528 0.94585
H -1.66820 2.13767 -0.65309
H -0.09482 3.37889 0.61077
H 0.07626 1.85726 1.91814

ORCA calculation (ωB97M-V/def2-TZVPD) on 2 unconnected molecules or ions with the total composition C4H11N4 at a distorted geometry.

Computed properties:
* total charge: +1
* LUMO energy: -4.309 eV
* calculated total energy: -377.64856 hartree
* Kohn-Sham gap: 8.99 eV
* molar mass: 115.2 g/mol
* relative energy (zero: lowest compared OMol25 entry of this formula, charge and spin): 111.8 kcal per mole

Positions of all 19 atoms, in Å:
C -1.04598 -0.18955 -0.47772
C -0.98605 -1.20073 -1.53040
C 2.69902 1.48302 -0.47720
C -1.78355 0.29952 1.72838
N 1.17701 -1.36135 1.04824
N 1.56053 -0.42715 0.53921
N 1.65181 0.59170 -0.08165
N -1.30450 -0.61590 0.70809
H -1.79938 -1.07362 -2.26444
H -0.98850 -2.28951 -1.33809
H -0.11703 -1.04063 -2.34546
H 2.33322 2.07292 -1.19862
H 3.03235 2.10320 0.36652
H 3.70693 1.02591 -0.77082
H -1.00571 0.37069 2.59254
H -2.62518 -0.11266 2.09479
H -2.24185 1.20604 1.18282
H -0.86073 0.80401 -0.73858
H -1.40239 -1.64591 0.96236